Arrangement a

An isolated ion of composition C8H14NO and charge +1. Source: the Open Molecules 2025 dataset; level of theory: wB97M-V/def2-TZVPD.

Calculated values
- Total charge: +1
- E_HOMO: -14.565 eV
- HOMO-LUMO gap: 0.431 Ha
- SMILES: C#C[C@]1(O)CCC[C@@H]1[NH2+]C

Positions of all 24 atoms, in Å:
1 C -1.09411 -2.21498 -1.38951
2 C -1.33865 -1.33809 -0.58731
3 C -0.88252 2.20303 0.36788
4 C 0.41770 1.70578 -0.19070
5 C -1.90228 1.05545 0.01279
6 C 0.56653 0.25731 0.32647
7 C -1.10505 -0.17324 0.32079
8 C 2.52537 -1.42573 0.09772
9 N 1.30406 -0.82198 -0.52003
10 O -1.29331 -0.63722 1.62607
11 H -1.00730 -3.19391 -1.81687
12 H -0.80996 2.30344 1.48683
13 H -1.16189 3.11428 -0.01240
14 H 0.36813 1.79663 -1.30459
15 H 1.27624 2.25701 0.15723
16 H -2.72461 1.21255 0.61296
17 H -2.36871 1.04688 -0.96410
18 H 0.83189 0.14000 1.37784
19 H 2.86849 -1.93892 -0.84186
20 H 3.21278 -0.72328 0.41634
21 H 2.31737 -2.05663 0.97175
22 H 0.49108 -1.46617 -0.78836
23 H 1.73371 -0.38252 -1.27239
24 H -2.22497 -0.71969 1.91346

Arrangement b

An isolated ion of composition C8H14NO and charge +1. Source: the Open Molecules 2025 dataset; level of theory: wB97M-V/def2-TZVPD.

Calculated values
- Total charge: +1
- E_HOMO: -11.950 eV
- HOMO-LUMO gap: 0.305 Ha

Positions of all 24 atoms, in Å:
1 C 0.53315 0.55645 0.81324
2 C -0.82059 1.19337 0.34796
3 C 0.27207 -0.98099 0.65475
4 C 1.97250 0.71880 0.45104
5 C -1.84479 0.37570 0.18691
6 C 2.43319 1.81324 -0.48042
7 C -3.24097 0.66659 -0.28167
8 C 1.16312 -2.81540 -0.45653
9 N -1.39110 -1.00883 0.47957
10 O 0.84580 -1.49218 -0.42484
11 H 0.59523 0.78968 1.95646
12 H -0.74748 2.32191 0.15102
13 H 0.52886 -1.70220 1.50928
14 H 1.78398 2.39055 -1.10694
15 H 3.17686 1.50305 -1.16871
16 H 2.97687 2.66117 0.10562
17 H -3.45046 1.72832 -0.67646
18 H -3.96362 0.53122 0.55092
19 H -3.60436 -0.06058 -0.96141
20 H 0.43934 -3.43329 -1.19127
21 H 1.41855 -3.32448 0.54860
22 H 2.02764 -2.87507 -1.07464
23 H -1.53621 -1.60368 -0.26925
24 H -1.89604 -1.23516 1.33679

Bottom line: arrangement a, by a margin of 0.1050 hartree.

Arrangement a

C23H23MoN5OS as an isolated structure. Source: the Open Molecules 2025 dataset; level of theory: wB97M-V/def2-TZVPD.

Calculated values
- Total charge: +2
- E_HOMO (alpha / beta): -14.191 / -14.190 eV
- HOMO-LUMO gap (alpha / beta): 0.263 / 0.263 Ha

Positions of all 54 atoms, in Å:
1 Mo 0.93152 0.27053 1.11401
2 O 2.42295 -3.16576 2.77701
3 C 1.99465 -2.34050 2.02737
4 N 1.36073 -1.14657 2.40127
5 C 1.14925 -0.93105 3.83297
6 C -0.04639 -0.04618 3.97047
7 C -0.76038 0.07345 5.14600
8 C -1.89797 0.85886 5.16955
9 C -2.26956 1.53909 4.01818
10 C -1.50059 1.40488 2.89066
11 N -0.40899 0.60729 2.84193
12 C 2.04994 -2.46386 0.53474
13 C 2.61073 -3.54157 -0.09169
14 C 2.63670 -3.55481 -1.48314
15 C 2.07712 -2.48989 -2.16411
16 C 1.50774 -1.44759 -1.45355
17 N 1.49170 -1.42573 -0.11296
18 H 1.02153 -1.87335 4.35418
19 H 2.02139 -0.44621 4.27881
20 H -0.42663 -0.46490 6.02390
21 H -2.48993 0.94029 6.07356
22 H -3.14448 2.17516 3.99560
23 H -1.73612 1.95502 1.99731
24 H 3.01902 -4.33809 0.51863
25 H 3.08696 -4.38233 -2.02078
26 H 2.07895 -2.45298 -3.24571
27 H 1.02593 -0.62457 -1.95554
28 C 1.42472 2.53287 1.42830
29 C 2.43104 1.71807 2.02755
30 C 3.07716 1.00097 0.98315
31 C 2.47216 1.39323 -0.25086
32 C 1.47490 2.34421 0.03132
33 H 0.82836 3.26760 1.94051
34 H 2.73762 1.74551 3.05876
35 H 3.95551 0.38897 1.08759
36 H 2.80979 1.10754 -1.23151
37 H 0.88886 2.87475 -0.69672
38 C -4.82320 1.05764 -3.50397
39 C -3.37283 0.74412 -3.31598
40 C -2.47454 0.52267 -4.32196
41 C -1.14672 0.27019 -3.98578
42 N -0.72495 0.23536 -2.70727
43 C -1.59887 0.41962 -1.73845
44 S -1.31313 0.36147 -0.02364
45 N -2.89913 0.68600 -2.05177
46 C -0.11545 0.01285 -5.03525
47 H -5.09379 1.00371 -4.55421
48 H -5.04041 2.06535 -3.14155
49 H -5.44747 0.35786 -2.94403
50 H -2.79723 0.55112 -5.35397
51 H -3.53611 0.82998 -1.27838
52 H -0.52271 0.09265 -6.03966
53 H 0.29078 -0.99185 -4.89731
54 H 0.70983 0.71890 -4.92363

Arrangement b

C23H23MoN5OS as an isolated structure. Source: the Open Molecules 2025 dataset; level of theory: wB97M-V/def2-TZVPD.

Calculated values
- Total charge: +2
- E_HOMO (alpha / beta): -14.308 / -14.285 eV
- HOMO-LUMO gap (alpha / beta): 0.260 / 0.260 Ha

Positions of all 54 atoms, in Å:
1 Mo -0.65791 1.25316 0.12682
2 O 0.43006 4.21066 2.75837
3 C 0.39990 3.25538 2.03056
4 N -0.73311 2.67247 1.49499
5 C -2.01278 3.11983 2.00995
6 C -2.89447 1.91667 2.07238
7 C -4.05746 1.89224 2.81629
8 C -4.78478 0.72023 2.89755
9 C -4.32587 -0.39817 2.21536
10 C -3.17575 -0.30117 1.47184
11 N -2.44892 0.83602 1.38834
12 C 1.61817 2.48675 1.62467
13 C 2.87721 2.85319 2.02035
14 C 3.94435 2.03764 1.66135
15 C 3.68448 0.89496 0.92637
16 C 2.38416 0.59104 0.56786
17 N 1.35089 1.37352 0.91117
18 H -1.89123 3.57998 2.98999
19 H -2.46143 3.88085 1.36253
20 H -4.36615 2.78459 3.34502
21 H -5.68645 0.67334 3.49439
22 H -4.85672 -1.33871 2.25326
23 H -2.81746 -1.15587 0.92407
24 H 2.98896 3.75471 2.60781
25 H 4.95403 2.28561 1.96189
26 H 4.48242 0.22772 0.63125
27 H 2.15914 -0.30814 0.01916
28 C -0.76321 0.82266 -2.27133
29 C 0.31893 1.67622 -1.98080
30 C -0.20521 2.86475 -1.39703
31 C -1.62007 2.72126 -1.31368
32 C -1.95358 1.44219 -1.84025
33 H -0.69875 -0.11081 -2.80221
34 H 1.34642 1.51497 -2.26255
35 H 0.34636 3.76704 -1.19320
36 H -2.31460 3.50321 -1.05434
37 H -2.95296 1.06812 -1.99650
38 C -0.14508 -5.37529 -2.85639
39 C 0.62214 -4.29900 -2.16637
40 C 1.98631 -4.19557 -2.14031
41 C 2.56270 -3.12360 -1.45931
42 N 1.81549 -2.18354 -0.85504
43 C 0.50222 -2.29110 -0.86820
44 S -0.63593 -1.29155 -0.01204
45 N -0.07687 -3.33498 -1.52410
46 C 4.04242 -2.97082 -1.35775
47 H 0.50468 -6.20801 -3.11013
48 H -0.57832 -4.98639 -3.78142
49 H -0.96246 -5.74064 -2.23224
50 H 2.59703 -4.93799 -2.63337
51 H -1.08834 -3.39694 -1.48548
52 H 4.56910 -3.86014 -1.69300
53 H 4.31502 -2.74838 -0.32601
54 H 4.36330 -2.12420 -1.97053

Bottom line: arrangement a, by a margin of 0.0184 hartree.

Arrangement a

C8H8N2 as an isolated structure. Source: the Open Molecules 2025 dataset; level of theory: wB97M-V/def2-TZVPD.

Calculated values
- Total charge: 0
- E_HOMO: -8.246 eV
- HOMO-LUMO gap: 0.296 Ha

Positions of all 18 atoms, in Å:
1 C 0.64905 0.17185 2.12508
2 C -1.19687 1.17142 0.57115
3 C -1.95344 1.08831 -0.49413
4 C -1.51661 0.36963 -1.62905
5 C -0.33617 -0.24419 -1.39459
6 C 1.22811 -1.74010 -1.56082
7 C 1.50091 -1.11166 -0.25906
8 C 0.54609 -0.27938 -0.19104
9 H 1.94698 -0.29521 2.03586
10 H 0.56604 1.49080 2.60035
11 H -0.15226 -0.57597 2.92550
12 H -1.20973 2.18418 1.38100
13 H -2.81744 1.69822 -0.35830
14 H -2.01767 0.32410 -2.68440
15 H 1.98619 -2.42161 -2.26214
16 H 2.46644 -1.10720 0.41403
17 N 0.12445 0.50253 0.83916
18 N 0.18596 -1.22572 -2.05860

Arrangement b

A 2-piece molecular cluster, C8H8N2 overall. Source: the Open Molecules 2025 dataset; level of theory: wB97M-V/def2-TZVPD.

Calculated values
- Total charge: 0
- E_HOMO: -7.419 eV
- HOMO-LUMO gap: 0.219 Ha

Positions of all 18 atoms, in Å:
1 C 0.99683 0.03558 -0.34525
2 C 0.40104 1.28080 -0.53721
3 C -0.95231 1.59111 -0.71517
4 C -2.05106 0.72738 -0.77188
5 C -2.04521 -0.64859 -0.77114
6 C -0.94930 -1.50745 -0.71754
7 C 0.40159 -1.20912 -0.54014
8 H 2.09289 0.06560 -0.30350
9 H 1.09056 2.13259 -0.57327
10 H -1.18121 2.65129 -0.84986
11 H -3.03644 1.21634 -0.78578
12 H -3.03530 -1.12656 -0.78469
13 H -1.17979 -2.56187 -0.85266
14 H 1.08341 -2.05829 -0.56380
15 N 2.26748 -0.25018 1.42085
16 C 1.67408 -0.00239 2.54437
17 N 1.17672 0.20437 3.60253
18 H 3.24601 -0.54061 1.54413

Bottom line: arrangement b, by a margin of 0.0972 hartree.

Arrangement a

C4H3Cl3O2S as an isolated structure. Source: the Open Molecules 2025 dataset; level of theory: wB97M-V/def2-TZVPD.

Calculated values
- Total charge: 0
- E_HOMO (alpha / beta): -9.408 / -9.027 eV
- HOMO-LUMO gap (alpha / beta): 0.275 / 0.262 Ha

Positions of all 13 atoms, in Å:
1 C -0.93900 1.56365 0.68979
2 C 1.16672 0.74238 -0.27435
3 C 0.53692 -1.35349 -1.51916
4 C 0.82212 -0.57420 -0.43718
5 O -2.33416 -0.22784 2.25010
6 O -2.13776 -0.60131 -0.16000
7 S -1.70648 0.07034 1.02315
8 Cl 1.49444 1.77935 -1.58802
9 Cl 0.45119 -1.34886 1.18724
10 Cl 2.02379 1.23703 1.09737
11 H -0.35655 1.87287 1.61124
12 H 1.15955 -0.99701 -2.39379
13 H -0.18077 -2.16292 -1.48637

Arrangement b

C4H3Cl3O2S as an isolated structure. Source: the Open Molecules 2025 dataset; level of theory: wB97M-V/def2-TZVPD.

Calculated values
- Total charge: 0
- E_HOMO (alpha / beta): -8.761 / -9.417 eV
- HOMO-LUMO gap (alpha / beta): 0.252 / 0.339 Ha

Positions of all 13 atoms, in Å:
1 C 1.47919 -0.19712 -0.02443
2 C 1.62373 -0.72916 -1.17848
3 C 0.75945 0.99225 0.39948
4 C -1.46902 -0.50117 -0.72235
5 O -1.84441 0.97476 1.46674
6 O -0.38201 -1.07009 1.70852
7 S -0.84967 0.03955 0.94705
8 Cl 0.16474 2.06242 -0.81196
9 Cl -1.98213 -2.08047 -0.39684
10 Cl -2.50641 0.70580 -1.12231
11 H 1.94348 -0.76725 0.72890
12 H 1.64996 -1.03425 -2.19917
13 H 1.41311 1.60474 1.20485

Bottom line: arrangement a, by a margin of 0.0048 hartree.

Arrangement a

A 2-piece molecular cluster, C10H16S overall. Source: the Open Molecules 2025 dataset; level of theory: wB97M-V/def2-TZVPD.

Calculated values
- Total charge: 0
- E_HOMO: -8.339 eV
- HOMO-LUMO gap: 0.338 Ha
- SMILES: Cc1ccccc1.CCSC

Positions of all 27 atoms, in Å:
1 C 0.04509 -1.92490 2.78311
2 C 0.06482 -0.44417 2.38696
3 C 1.53542 -2.22560 0.34476
4 S 1.18962 -3.03104 1.89855
5 H 0.14578 -2.16596 3.84131
6 H -0.98092 -2.27700 2.61479
7 H 0.92671 0.01667 2.83968
8 H -0.89384 -0.04509 2.70830
9 H 2.50609 -2.54566 0.00369
10 H 0.76459 -2.29049 -0.42213
11 H 1.77053 -1.15460 0.37953
12 H 0.12633 -0.39641 1.30327
13 C -1.89051 -0.46759 -1.45730
14 C 0.23853 0.63802 -2.15229
15 C -0.96525 0.72560 -1.43235
16 C 1.14150 1.67252 -2.02695
17 C 0.85752 2.83139 -1.31688
18 C -1.19289 1.80850 -0.59970
19 C -0.36567 2.91063 -0.65094
20 H 0.35802 -0.23783 -2.77585
21 H 2.06949 1.63173 -2.56913
22 H -2.33258 -0.70199 -0.48513
23 H -1.42493 -1.38560 -1.79077
24 H 1.50308 3.69656 -1.36266
25 H -2.00224 1.70544 0.11161
26 H -0.48367 3.80583 -0.07842
27 H -2.71062 -0.14894 -2.09506

Arrangement b

A 2-piece molecular cluster, C10H16S overall. Source: the Open Molecules 2025 dataset; level of theory: wB97M-V/def2-TZVPD.

Calculated values
- Total charge: 0
- E_HOMO: -8.390 eV
- HOMO-LUMO gap: 0.341 Ha
- SMILES: Cc1ccccc1.CCSC

Positions of all 27 atoms, in Å:
1 C -1.38058 1.55227 1.92432
2 C -2.15273 2.54021 1.12433
3 C 1.16500 0.36599 1.70926
4 S 0.38880 1.91282 2.13503
5 H -1.80340 1.48778 2.93059
6 H -1.45623 0.54309 1.51488
7 H -3.23465 2.41377 1.25978
8 H -1.96763 2.54006 0.03146
9 H 1.88852 0.12841 2.50000
10 H 0.57430 -0.53183 1.77842
11 H 1.61037 0.27926 0.71348
12 H -1.95765 3.62349 1.18321
13 C -1.27156 -2.15047 0.11281
14 C 1.55716 -2.08300 -2.28759
15 C 0.63743 -2.49299 -1.33408
16 C 1.61088 -0.75841 -2.71585
17 C -0.32083 -1.57338 -0.88770
18 C 0.53513 0.04886 -2.37043
19 C -0.35164 -0.28862 -1.35435
20 H 2.28475 -2.86386 -2.53278
21 H 0.50980 -3.55899 -1.14373
22 H 2.32844 -0.46536 -3.46011
23 H 0.31017 1.03136 -2.79179
24 H -0.77135 -2.59220 0.97282
25 H -2.03205 -2.82718 -0.28925
26 H -1.07804 0.41754 -0.96052
27 H -1.98436 -1.48414 0.62662

Bottom line: arrangement a, by a margin of 0.0128 hartree.